# C5H10N2O3

A molecular structure, C5H10N2O3 at a distorted geometry (ωB97M-V/def2-TZVPD, OMol25).

* HOMO-LUMO gap: 9.33 eV
* LUMO energy: -0.90 eV
* relative energy (zero: lowest compared OMol25 entry of this formula, charge and spin): 941.7 kJ/mol

Geometry (Å):
C (-2.294902, -0.102773, -0.039530)
H (-4.129794, 0.550336, 0.911386)
H (-2.687123, 0.079856, 1.997043)
O (-1.011868, 0.157581, 0.119710)
H (0.475330, 2.877067, -0.533312)
H (2.894583, 0.448934, -0.869787)
C (1.637762, 2.144473, 0.078930)
H (-2.561928, 1.631175, 1.422191)
O (-2.925521, -0.839475, -0.838662)
N (1.331435, -0.400722, -0.517370)
O (2.718359, -1.221827, 1.198959)
C (-3.031298, 0.725428, 1.090553)
C (-0.019202, -0.614315, -0.784879)
H (2.467324, 3.040813, -0.281246)
H (1.372913, 2.149248, 1.466318)
C (2.010370, 0.831724, -0.709172)
N (1.664249, -1.473505, 0.312071)
H (-0.333351, -0.061156, -1.738750)
H (1.915944, 1.313792, -1.727161)
H (-0.447827, -1.587923, -0.865058)

Forces on atoms 1 to 2 (eV/Å):
-3.365 0.280 -0.197
1.195 0.989 0.520

***

# C32H31N4O2PtSi

A molecular structure, C32H31N4O2PtSi at a distorted geometry (ωB97M-V/def2-TZVPD, OMol25).

* HOMO-LUMO gap: 7.89 eV
* total charge: +1
* LUMO energy: -3.20 eV

Geometry (Å):
H (0.695500, -1.396029, 3.799000)
H (0.567193, -2.933896, 2.937350)
N (0.070109, 2.922433, -0.414502)
H (-2.372655, -2.517344, 2.833160)
H (0.122205, 6.291470, -2.255919)
H (5.150048, 2.307389, 0.401722)
C (-2.206312, 2.575854, -0.708894)
C (-4.051450, -2.601630, -3.004482)
C (2.408619, 2.631407, -0.533828)
O (-3.421468, 3.031369, -0.967699)
C (-3.550312, -0.485771, -1.268506)
C (4.552834, -1.297049, 3.331963)
C (4.398031, -1.242237, 0.933110)
H (5.214887, 2.023787, -1.351628)
C (3.794733, 0.693822, 2.215125)
O (3.624989, 3.171558, -0.691640)
N (2.293472, 1.391145, -0.318102)
H (-2.515207, -1.744362, -4.235897)
H (4.793764, -1.825887, 4.246302)
H (3.440707, 1.718886, 2.260825)
H (1.284100, -0.963306, -0.613024)
H (-2.069076, 0.132371, -2.700646)
C (-1.117262, -3.857177, -1.481112)
N (0.822635, 1.325475, 3.705766)
C (-3.081901, -1.656428, -3.316531)
Pt (-0.270646, 1.003014, 0.941475)
C (1.227064, 3.484501, -0.749512)
C (-2.832011, -0.600219, -2.453853)
C (0.105820, 5.333605, -1.753465)
H (-5.110843, 2.143923, -0.170288)
C (0.710647, -1.855345, 2.810844)
C (3.949362, 0.071056, 0.979515)
H (-2.528469, -0.803742, 3.234359)
H (-3.646669, 0.459171, 0.645490)
H (-3.112195, -1.407922, 1.671291)
H (4.513908, -1.736792, -0.025733)
C (-4.319314, 1.888135, -0.867380)
H (3.749218, 0.147240, -1.137287)
H (2.256204, 5.137235, -1.635112)
H (-2.045057, 5.093789, -1.843152)
H (-5.065361, -1.361203, -0.021303)
H (-4.248409, -3.421726, -3.684529)
H (-4.735783, 1.701828, -1.852743)
C (3.662183, 0.832648, -0.293192)
C (-2.319504, -1.503096, 2.419489)
C (0.778531, -2.488380, -2.033465)
Si (-0.623482, -1.199848, 1.674884)
C (-1.312093, -3.120752, -0.323027)
H (-2.142055, -3.380520, 0.329587)
C (0.400492, 1.182720, 2.632867)
H (1.151217, 1.322260, 4.647226)
C (-3.411853, 0.728069, -0.384686)
H (3.993266, 0.513332, 4.343176)
C (-1.098073, 4.687919, -1.515220)
H (1.594503, -2.238330, -2.702127)
H (5.049291, -2.949797, 2.057445)
C (-1.052982, 3.472494, -0.852745)
C (4.698095, -1.926396, 2.105487)
C (4.564667, 2.078909, -0.484292)
N (-2.063188, 1.340483, -0.396809)
H (0.078174, -4.115319, -3.247178)
H (-1.784187, -4.677070, -1.717022)
C (-4.504570, -1.444565, -0.948569)
H (-5.509520, -3.237102, -1.562915)
C (-0.072309, -3.540519, -2.340999)
C (0.594614, -1.769627, -0.859715)
C (4.099894, 0.016036, 3.384539)
H (1.703033, -1.695887, 2.374464)
C (-4.758406, -2.499238, -1.816143)
C (-0.453437, -2.069446, 0.016230)
C (1.292032, 4.708633, -1.397843)

Forces on atoms 1 to 2 (eV/Å):
-0.017 -0.034 0.027
0.009 0.076 -0.037

***

# C30H26BrIrN3S4

A molecular structure, C30H26BrIrN3S4 (ωB97M-V/def2-TZVPD, OMol25).

* expectation value of S²: 0.75
* multiplicity: 2
* HOMO-LUMO gap (spin up / spin down): 6.75 / 8.56 eV
* total charge: +2
* LUMO energy (spin up / spin down): -5.47 / -5.45 eV
* relative energy (zero: lowest compared OMol25 entry of this formula, charge and spin): 0.0 kJ/mol

Geometry (Å):
H (1.043076, -3.874544, -0.239282)
C (-2.760945, -4.562406, 1.551888)
C (-1.210035, -0.523279, -2.777353)
C (4.323247, -3.672761, 0.596335)
H (3.132687, -0.520022, 0.932670)
H (3.053858, -5.288272, -0.055491)
S (0.517427, 0.084760, 2.209141)
H (-3.621015, -5.061033, 1.130330)
H (2.186939, 4.209612, -2.115853)
H (-3.788025, 1.397570, -1.697407)
C (3.117978, -4.235844, 0.186092)
H (-0.814685, -1.027597, -4.825789)
H (-0.852309, -4.303272, 4.329892)
C (4.312779, -2.305985, 0.872998)
H (2.342555, 1.591293, 2.136556)
H (-2.500559, 0.472955, 5.951158)
S (-1.860023, -0.096665, -0.150787)
H (-2.678523, 0.337990, -5.695840)
C (3.148271, -1.583783, 0.738620)
C (5.565580, -4.491373, 0.749214)
H (0.316280, -2.723598, 2.818850)
C (1.535605, -0.386195, -2.689165)
Br (-2.560432, -3.375559, -1.004704)
H (5.499713, -5.425104, 0.195260)
H (6.442335, -3.940114, 0.412359)
C (1.349438, 1.637657, 1.683968)
C (1.871936, 2.122513, -2.502480)
C (-3.329455, 0.975510, -3.752988)
S (-1.787309, 1.890482, 0.538041)
C (-2.028975, -3.662128, 0.792747)
C (-1.219123, -4.136458, 3.327249)
H (1.459215, -0.219683, -3.761903)
H (5.214836, -1.799002, 1.188988)
C (-3.128400, 1.818431, 2.909581)
C (-2.359807, 0.736369, 4.911837)
Ir (0.195184, -1.030142, 0.115959)
H (2.440235, -0.971197, -2.503826)
C (-2.051021, 0.151444, -1.902466)
H (-3.878785, 2.388430, 2.378195)
H (-4.209445, 1.809556, 4.756605)
C (1.987541, -3.453581, 0.076810)
H (-0.448804, -0.234338, 4.777594)
C (-1.005782, 0.677651, 2.922010)
C (-2.342928, -4.798268, 2.848799)
N (1.988958, -2.138799, 0.350720)
C (-0.568731, -3.255829, 2.488832)
N (1.396118, 0.800177, -0.597474)
H (-2.883550, -5.495527, 3.474527)
H (2.023249, 2.199403, -3.570455)
C (-3.313689, 1.485695, 4.244723)
H (0.818128, 2.459982, 2.158867)
S (0.168668, -1.492904, -2.185437)
H (-4.155966, 1.559641, -4.133684)
N (-0.966806, -3.008725, 1.231548)
C (-2.498342, 0.290906, -4.630684)
C (-1.206617, 0.332110, 4.252081)
C (-1.447010, -0.470289, -4.145416)
C (1.590043, 0.904109, -1.916247)
C (-3.122756, 0.892747, -2.386017)
H (1.870848, 3.971746, 0.337135)
H (5.718134, -4.735606, 1.802647)
C (1.791801, 3.114690, -0.318109)
C (1.494400, 1.861039, 0.197162)
C (-1.979996, 1.419802, 2.238422)
C (1.969741, 3.241790, -1.684116)

Forces on atoms 1 to 2 (eV/Å):
-0.008 0.002 -0.002
0.004 -0.002 0.004

***

# C4H13NO3

3 unconnected molecules or ions with the total composition C4H13NO3 at a distorted geometry (ωB97M-V/def2-TZVPD, OMol25).

* expectation value of S²: 0.75
* multiplicity: 2
* HOMO-LUMO gap (spin up / spin down): 10.27 / 5.26 eV
* total charge: +1
* LUMO energy (spin up / spin down): -3.24 / -8.25 eV
* relative energy (zero: lowest compared OMol25 entry of this formula, charge and spin): 208.7 kJ/mol

Geometry (Å):
H (-2.271309, -1.277210, -0.061826)
C (0.171779, -2.663136, 0.778927)
O (2.533045, 6.057914, -0.425677)
C (-1.053171, -1.496957, -1.772395)
H (-0.384626, 0.401819, 1.867998)
O (-1.831935, -1.202630, -2.623748)
H (0.097071, -1.017475, 2.722413)
H (0.320992, -3.084116, -0.206994)
H (1.899387, 6.726862, -0.718284)
H (-1.229311, 0.150767, -0.368693)
H (-0.632509, -3.246870, 1.240251)
C (-1.275905, -0.936490, -0.365309)
C (-0.558020, -0.670707, 1.929491)
H (0.819973, 0.139554, -1.160217)
H (0.822863, 1.707720, -1.423338)
O (0.527902, 0.846203, -1.733911)
H (-0.292359, -2.272104, -1.970984)
H (1.088445, -2.676115, 1.364034)
H (3.117622, 6.544690, 0.163878)
H (-1.624114, -0.772488, 2.130667)
N (-0.245820, -1.259237, 0.633724)

Forces on atoms 1 to 2 (eV/Å):
0.127 -0.107 0.420
0.741 0.588 -1.065

***

> Number 3 is which compound?

C30H26BrIrN3S4